Entry 1:
Here is a structure of composition C22H25BrNOZr at a distorted geometry from the Open Molecules 2025 dataset. Energies are from ωB97M-V with the def2-TZVPD basis set.

Geometry as ORCA input:
```
! wB97M-V def2-TZVPD RIJCOSX def2/J DEFGRID3
* xyz 1 1
C -0.636 -2.456 -0.368
C -1.538 -1.538 -1.060
C -0.797 -0.842 -2.068
H -2.608 -1.447 -0.907
C 0.550 -1.320 -2.051
C 0.673 -2.324 -1.007
H 1.313 -1.059 -2.785
C -0.401 -0.285 2.436
C -1.670 -0.287 1.720
C -1.823 0.993 1.085
H -2.412 -1.081 1.737
C -0.666 1.791 1.343
C 0.199 1.015 2.195
H -1.213 -0.177 -2.820
H 1.556 -2.909 -0.790
H -0.890 -3.134 0.440
H 1.106 1.403 2.656
H -2.707 1.337 0.532
H 0.004 -1.086 3.053
Zr 0.256 -0.532 0.330
C -0.486 3.284 1.051
C -0.299 4.030 2.383
C -1.711 3.867 0.333
H -1.168 3.879 3.026
H -0.191 5.105 2.208
H 0.589 3.684 2.917
H -2.600 3.777 0.968
H -1.899 3.359 -0.622
H -1.546 4.935 0.129
C 0.788 3.535 0.156
C 0.773 3.117 -1.334
H 1.673 3.096 0.677
H 0.953 4.644 0.149
O 0.235 2.079 -1.825
N 1.303 3.931 -2.283
C 1.604 3.163 -3.517
H 1.862 4.771 -2.018
C 0.382 2.600 -4.211
C 0.463 1.410 -4.948
H 1.404 0.856 -4.959
C -0.645 0.934 -5.657
H -0.569 0.010 -6.239
C -1.850 1.653 -5.641
H -2.712 1.299 -6.218
C -1.936 2.839 -4.896
H -2.866 3.411 -4.870
C -0.820 3.306 -4.191
H -0.875 4.231 -3.616
H 2.273 2.315 -3.278
H 2.129 3.851 -4.161
Br 2.742 -0.261 0.580
*
```

Calculated values
- Highest occupied orbital energy: -11.15 eV


Entry 2:
Here is a structure of composition C22H25Cl2GeHfN3O2S at a distorted geometry from the Open Molecules 2025 dataset. Energies are from ωB97M-V with the def2-TZVPD basis set.

Geometry as ORCA input:
```
! wB97M-V def2-TZVPD RIJCOSX def2/J DEFGRID3
* xyz 0 1
Hf 0.189 -0.647 -0.879
C -1.561 4.531 5.678
C -1.405 3.764 4.395
C -1.814 2.438 4.307
C -1.650 1.717 3.132
C -1.075 2.344 2.038
C -0.662 3.670 2.091
C -0.831 4.366 3.274
S -0.797 1.450 0.570
O -1.376 0.069 0.712
O -1.262 2.178 -0.566
N 0.782 1.201 0.429
C 1.382 0.444 1.476
C 1.863 0.974 2.665
C 2.417 0.090 3.574
C 2.485 -1.267 3.277
C 2.005 -1.702 2.057
N 1.473 -0.853 1.178
H -2.401 4.159 6.263
H -1.724 5.591 5.487
H -0.665 4.442 6.297
H -2.271 1.961 5.165
H -1.966 0.686 3.063
H -0.224 4.144 1.223
H -0.521 5.402 3.329
H 1.792 2.035 2.853
H 2.799 0.456 4.519
H 2.910 -1.975 3.973
H 2.049 -2.742 1.759
C -0.572 -5.512 -2.204
Ge -0.859 -3.654 -1.726
C -1.997 -2.891 -3.110
C -1.843 -3.549 -0.023
C 0.826 -2.716 -1.386
H -1.523 -6.024 -2.359
H -0.010 -6.036 -1.429
H 0.001 -5.556 -3.131
H -2.845 -3.564 -3.250
H -1.447 -2.804 -4.048
H -2.365 -1.892 -2.875
H -2.843 -3.972 -0.132
H -1.991 -2.527 0.348
H -1.311 -4.098 0.757
H 1.432 -2.760 -2.295
H 1.325 -3.313 -0.612
Cl 2.594 0.163 -1.988
C 1.920 0.664 -3.558
C 2.764 1.184 -4.512
C 2.204 1.565 -5.725
C 0.837 1.405 -5.921
C 0.031 0.877 -4.928
Cl -1.672 0.689 -5.237
C 0.534 0.478 -3.678
N -0.156 -0.039 -2.639
H 3.821 1.286 -4.314
H 2.825 1.978 -6.507
H 0.381 1.692 -6.859
*
```

Calculated values
- Highest occupied orbital energy: -7.07 eV


Entry 3:
Here is a structure of composition C22H25Cl4N4NiO at a distorted geometry from the Open Molecules 2025 dataset. Energies are from ωB97M-V with the def2-TZVPD basis set.

Geometry as ORCA input:
```
! wB97M-V def2-TZVPD RIJCOSX def2/J DEFGRID3
* xyz 1 3
Ni -22.570 2.092 4.292
O -22.412 2.177 2.297
H -22.329 2.392 1.348
N -24.745 1.839 3.907
C -25.256 1.282 2.781
C -26.616 0.859 2.658
C -27.510 1.109 3.693
C -27.031 1.768 4.812
C -25.654 2.088 4.890
H -24.541 0.959 2.039
H -26.935 0.286 1.800
H -28.568 0.908 3.610
H -27.702 1.938 5.641
H -25.267 2.448 5.832
N -22.099 0.028 4.221
C -21.326 -0.557 3.238
C -21.180 -1.939 2.997
C -21.894 -2.805 3.815
C -22.700 -2.247 4.811
C -22.775 -0.891 4.983
H -20.724 0.163 2.704
H -20.474 -2.232 2.233
H -21.620 -3.844 3.713
H -23.261 -2.839 5.520
H -23.457 -0.513 5.730
N -20.461 2.563 4.425
C -19.575 2.955 3.387
C -18.234 3.308 3.504
C -17.596 3.168 4.722
C -18.378 2.703 5.774
C -19.776 2.507 5.626
H -20.031 2.953 2.408
H -17.684 3.550 2.607
H -16.532 3.335 4.800
H -17.926 2.584 6.748
H -20.343 2.275 6.516
N -22.978 4.342 4.347
C -23.043 5.056 5.513
C -23.116 6.469 5.547
C -23.292 7.185 4.400
C -23.330 6.505 3.201
C -23.210 5.095 3.221
H -23.005 4.446 6.404
H -23.228 7.064 6.442
H -23.538 8.232 4.502
H -23.494 6.976 2.243
H -23.437 4.641 2.267
C -21.147 4.832 0.062
Cl -21.675 6.593 -0.002
Cl -20.507 4.463 -1.516
H -20.348 4.727 0.796
H -22.001 4.211 0.334
C -22.151 0.008 -0.214
Cl -21.618 -1.675 -0.327
Cl -21.069 1.162 -1.087
H -23.120 0.102 -0.704
H -22.151 0.390 0.807
*
```

Calculated values
- Expectation value of S²: 2.004
- Highest occupied orbital energy (spin up / spin down): -11.57 / -11.48 eV


Entry 4:
Here is a structure of composition C22H25F6INO4PS4SbScSeSi at a distorted geometry from the Open Molecules 2025 dataset. Energies are from ωB97M-V with the def2-TZVPD basis set.

Geometry as ORCA input:
```
! wB97M-V def2-TZVPD RIJCOSX def2/J DEFGRID3
* xyz -1 2
Sc 0.864 1.545 -0.484
O 5.479 2.709 5.803
C 4.964 2.369 4.774
S 3.502 1.338 4.740
C 3.367 1.254 3.020
C 4.296 1.961 2.248
S 4.322 2.029 0.595
S 5.532 2.811 3.169
S 2.196 0.221 2.264
O 3.281 -1.669 -1.623
C 2.370 -0.881 -1.736
O 2.023 -0.007 -0.816
C 1.484 -0.822 -2.975
P -0.168 -0.229 -2.462
C -1.098 -0.035 -4.014
C -1.275 -1.085 -4.915
C -1.987 -0.887 -6.087
C -2.533 0.362 -6.367
C -2.362 1.409 -5.475
C -1.644 1.211 -4.300
C -0.921 -1.745 -1.766
C -2.308 -1.775 -1.609
C -2.929 -2.864 -1.020
C -2.172 -3.942 -0.576
C -0.794 -3.920 -0.724
C -0.169 -2.824 -1.309
H 1.475 -1.785 -3.485
H 1.898 -0.059 -3.639
H -0.861 -2.062 -4.693
H -2.118 -1.705 -6.785
H -3.095 0.514 -7.280
H -2.782 2.383 -5.691
H -1.495 2.024 -3.600
H -2.905 -0.935 -1.938
H -4.005 -2.864 -0.896
H -2.656 -4.794 -0.114
H -0.195 -4.754 -0.379
H 0.910 -2.835 -1.410
F -0.662 0.632 0.548
Sb -2.166 1.940 0.809
F -2.862 0.661 1.990
F -3.071 0.986 -0.533
F -3.567 3.166 0.942
F 1.170 2.834 0.818
F -1.262 2.634 2.274
C -0.750 -2.366 5.267
Si 0.860 -1.941 4.454
C 2.265 -2.001 5.665
C 1.192 -3.001 2.978
Se 0.553 0.227 3.748
H -0.683 -3.354 5.731
H -1.560 -2.376 4.535
H -1.006 -1.642 6.045
H 2.250 -2.936 6.233
H 2.202 -1.167 6.367
H 3.224 -1.933 5.145
H 1.455 -4.017 3.289
H 2.015 -2.605 2.378
H 0.306 -3.047 2.342
N -0.885 4.781 0.408
C -1.207 4.177 -0.792
O -1.195 2.786 -0.705
C -1.560 4.741 -1.939
I 1.741 3.000 -2.772
H -0.025 4.420 0.810
H -0.903 5.788 0.357
H -1.476 5.812 -2.063
H -1.883 4.138 -2.771
*
```

Calculated values
- Expectation value of S²: 0.777
- Highest occupied orbital energy (spin up / spin down): -5.68 / -5.68 eV


Entry 5:
Here is a structure of composition C22H25FN3O3ReSi at a distorted geometry from the Open Molecules 2025 dataset. Energies are from ωB97M-V with the def2-TZVPD basis set.

Geometry as ORCA input:
```
! wB97M-V def2-TZVPD RIJCOSX def2/J DEFGRID3
* xyz 3 2
Re 0.030 0.331 -0.731
O 4.508 5.441 3.062
C 4.678 4.935 1.840
O 5.425 5.433 1.054
C 3.896 3.690 1.446
C 3.473 2.712 2.338
C 2.836 1.566 1.878
C 2.629 1.422 0.514
C 3.036 2.396 -0.395
C 3.682 3.520 0.078
N 1.991 0.231 0.016
C 2.525 -0.926 0.167
C 1.727 -2.055 -0.294
C 2.121 -3.371 -0.243
C 1.241 -4.354 -0.705
C 0.004 -3.978 -1.197
C -0.335 -2.633 -1.228
N 0.506 -1.685 -0.791
H 3.807 5.018 3.569
H 3.662 2.802 3.400
H 2.520 0.796 2.571
H 2.895 2.256 -1.460
H 4.060 4.277 -0.598
H 3.508 -1.053 0.614
H 3.096 -3.628 0.149
H 1.528 -5.398 -0.676
H -0.701 -4.711 -1.566
H -1.291 -2.301 -1.616
C -2.552 4.004 0.359
Si -1.897 3.132 -1.130
C -2.982 3.103 -2.637
C -0.135 3.639 -1.456
N -1.699 1.315 -0.622
C -2.648 0.757 0.182
C -4.040 1.007 0.160
C -4.860 0.363 1.057
C -4.337 -0.506 2.024
C -2.960 -0.768 2.098
C -2.205 -0.152 1.159
F -0.796 -0.300 1.154
H -2.620 5.068 0.113
H -1.874 3.912 1.210
H -3.547 3.687 0.667
H -2.525 3.689 -3.437
H -3.952 3.555 -2.420
H -3.163 2.097 -3.020
H -0.167 4.699 -1.728
H 0.356 3.141 -2.291
H 0.496 3.578 -0.566
H -4.453 1.671 -0.589
H -5.928 0.534 1.021
H -4.998 -0.978 2.739
H -2.532 -1.405 2.862
O 0.679 0.734 -2.698
H 0.075 0.872 -3.445
H 1.563 0.532 -3.044
*
```

Calculated values
- Expectation value of S²: 0.772
- Highest occupied orbital energy (spin up / spin down): -17.03 / -17.03 eV


Entry 6:
Here is a structure of composition C22H25FeN2O3S2 at a distorted geometry from the Open Molecules 2025 dataset. Energies are from ωB97M-V with the def2-TZVPD basis set.

Geometry as ORCA input:
```
! wB97M-V def2-TZVPD RIJCOSX def2/J DEFGRID3
* xyz 2 6
Fe 0.165 -0.070 0.093
C -0.212 0.862 -3.689
C -1.188 0.424 -2.611
C -2.633 0.697 -2.963
O -0.848 1.118 -1.342
C -0.961 -1.060 -2.330
O -1.288 -1.920 -3.073
O -0.304 -1.272 -1.157
H -0.336 1.922 -3.912
H -0.407 0.289 -4.594
H 0.821 0.687 -3.385
H -2.779 1.753 -3.201
H -3.302 0.414 -2.149
H -2.898 0.111 -3.840
H -1.308 1.968 -1.313
S 0.735 -1.625 1.689
C 0.837 -0.677 3.103
N 0.961 -1.233 4.266
C 0.770 -0.419 5.482
C 1.505 0.874 5.319
N 1.042 1.540 4.081
C 1.170 3.024 4.116
C 2.622 3.400 4.282
C 3.531 3.154 3.255
C 4.865 3.487 3.418
C 5.295 4.070 4.604
C 4.392 4.320 5.625
C 3.055 3.981 5.468
C 0.756 0.844 3.031
S 0.341 1.619 1.551
C 1.234 -2.667 4.487
C 0.040 -3.369 5.093
C 0.261 -4.449 5.938
C -0.817 -5.159 6.446
C -2.113 -4.782 6.125
C -2.335 -3.701 5.287
C -1.258 -2.995 4.769
H 1.138 -0.978 6.338
H -0.300 -0.255 5.620
H 2.586 0.739 5.250
H 1.300 1.536 6.157
H 0.590 3.361 4.974
H 0.730 3.438 3.216
H 3.195 2.721 2.318
H 5.569 3.307 2.617
H 6.336 4.339 4.727
H 4.725 4.783 6.544
H 2.348 4.189 6.263
H 2.086 -2.707 5.168
H 1.536 -3.119 3.546
H 1.272 -4.739 6.199
H -0.643 -6.004 7.098
H -2.952 -5.330 6.532
H -3.345 -3.411 5.031
H -1.443 -2.159 4.101
*
```

Calculated values
- Expectation value of S²: 8.767
- Highest occupied orbital energy (spin up / spin down): -14.42 / -14.43 eV


Entry 7:
Here is a structure of composition C22H25N3O5S2 at a distorted geometry from the Open Molecules 2025 dataset. Energies are from ωB97M-V with the def2-TZVPD basis set.

Geometry as ORCA input:
```
! wB97M-V def2-TZVPD RIJCOSX def2/J DEFGRID3
* xyz 0 1
C -7.773 0.278 -0.928
H -7.482 -0.197 -1.989
O -6.522 1.031 -0.554
C -5.506 0.189 -0.323
C -5.403 -1.325 -0.642
C -4.288 -1.872 -0.169
C -3.217 -1.200 0.415
C -3.282 0.332 0.322
C -4.501 0.985 0.089
O -4.625 2.243 0.340
C -3.663 3.285 0.839
H -4.106 4.195 0.769
H -2.727 2.882 0.024
H -3.257 2.862 1.855
H -2.427 0.853 0.683
C -1.985 -1.821 0.632
C -0.667 -1.522 0.979
C 0.365 -2.360 1.186
O 0.443 -3.398 0.890
N 1.528 -1.597 1.608
C 1.411 -0.318 1.625
S 2.506 0.748 2.473
S -0.164 0.375 1.369
C 2.751 -2.307 1.777
C 3.648 -2.110 0.080
C 3.056 -2.929 -0.889
C 2.084 -2.188 -1.679
C 2.897 -1.009 -2.734
C 1.894 -0.076 -3.030
O 1.227 -0.135 -3.994
N 2.014 1.216 -2.424
C 2.839 1.498 -1.521
N 3.940 0.892 -0.929
O 4.493 1.505 -0.037
C 3.807 2.713 0.128
C 2.820 2.982 -0.694
H 2.066 3.545 -1.046
C 4.315 3.779 1.393
H 5.378 3.916 1.072
H 3.716 4.846 1.069
H 4.161 3.316 2.286
H 1.186 1.875 -2.421
H 3.671 -0.823 -2.220
H 3.051 -1.928 -3.542
H 1.454 -1.258 -1.072
H 1.462 -2.638 -2.214
H 3.818 -3.459 -1.507
H 2.508 -3.941 -0.486
H 4.621 -2.691 0.434
H 3.743 -1.172 0.139
H 3.399 -1.876 2.390
H 2.583 -3.353 1.774
H -1.767 -2.799 0.238
H -4.086 -2.933 -0.279
H -6.144 -1.796 -0.736
H -8.138 -0.384 -0.099
H -8.607 0.989 -1.194
*
```

Calculated values
- Highest occupied orbital energy: -7.66 eV


Entry 8:
Here is an isolated molecule of C22H25NO2 at a distorted geometry from the Open Molecules 2025 dataset. Energies are from ωB97M-V with the def2-TZVPD basis set.

Geometry as ORCA input:
```
! wB97M-V def2-TZVPD RIJCOSX def2/J DEFGRID3
* xyz 0 1
O -0.117 -2.193 1.500
C -0.076 -0.965 1.498
C 1.247 -0.351 1.181
C 1.981 0.608 2.064
C 3.002 1.446 1.503
C 3.441 1.268 0.166
C 4.479 2.039 -0.425
C 5.594 1.415 -1.056
C 6.555 2.127 -1.702
C 6.544 3.549 -1.782
C 5.477 4.215 -1.201
C 4.408 3.435 -0.526
C 2.829 0.184 -0.565
C 1.759 -0.537 -0.111
N -1.188 -0.232 1.736
C -1.230 1.247 1.746
C -1.376 1.750 3.135
C -2.597 1.755 4.139
C -2.116 3.002 3.465
C -2.499 -0.790 1.548
C -2.704 -1.351 0.246
C -2.735 -2.914 0.132
C -2.385 -2.982 -1.407
C -1.814 -1.655 -1.909
O -1.782 -0.845 -0.723
H 1.648 0.726 3.102
H 3.537 2.167 2.173
H 5.573 0.380 -1.206
H 7.374 1.684 -2.373
H 7.254 4.037 -2.463
H 5.423 5.298 -1.228
H 3.568 3.919 -0.017
H 3.077 -0.096 -1.610
H 1.144 -1.143 -0.750
H -0.286 1.691 1.315
H -2.024 1.739 1.080
H -0.395 1.594 3.613
H -3.662 1.364 3.900
H -2.102 1.470 5.114
H -1.748 3.650 4.222
H -2.693 3.536 2.702
H -2.840 -1.516 2.277
H -3.180 0.101 1.671
H -3.613 -0.959 -0.151
H -2.015 -3.459 0.645
H -3.701 -3.317 0.307
H -3.367 -2.978 -1.860
H -1.825 -3.903 -1.680
H -0.856 -1.667 -2.344
H -2.528 -1.083 -2.633
*
```

Calculated values
- Highest occupied orbital energy: -8.43 eV